No. 1
DFT (wB97M-V/def2-TZVPD) results for an isolated molecule of C3H10O2P2 in a non-equilibrium geometry.

Each line ends with the Löwdin charge.
Element x y z (Å)
C  1.5468  -1.5903  0.8188  -0.14
C  -0.8145  1.9624  1.0308  -0.21
C  0.3407  0.0564  -1.6974  -0.14
O  0.1790  -1.5763  0.5065  -0.35
O  -0.1280  0.7439  1.0616  -0.34
P  -2.6822  -0.5298  -0.2289  0.48
P  -0.6312  -0.3170  -0.0341  0.40
H  2.2831  -1.6337  0.0332  0.07
H  1.8233  -2.5601  1.2473  0.09
H  1.6908  -0.6422  1.3616  0.09
H  -0.6270  2.5466  0.1139  0.09
H  -0.4223  2.7347  1.8318  0.12
H  -1.7717  1.9462  1.3316  0.01
H  -0.2068  0.8330  -2.2910  0.06
H  1.2740  0.3912  -1.6101  -0.02
H  0.4826  -0.8068  -2.1956  -0.01
H  -2.3366  -1.5581  -1.2800  -0.21

Properties
Relative energy (zero: lowest compared OMol25 entry of this formula, charge and spin)   1.069 eV
<S²>   2.00
E   -953.2849 hartree
M   140.059 g/mol
Total charge   0
Frontier orbital gap (alpha / beta)   4.586 / 8.308 eV
Lowest unoccupied orbital energy (alpha / beta)   0.031 / -0.063 Eh
Spin multiplicity   3


No. 2
DFT (wB97M-V/def2-TZVPD) results for a cluster of 2 separate species, C2H8N3 in total in a non-equilibrium geometry.

Each line ends with the Löwdin charge.
Element x y z (Å)
C  -2.6242  -0.5510  -0.2199  -0.06
N  -1.6500  -0.1678  -0.9241  -0.01
H  -3.0856  0.1896  0.4194  0.07
H  -2.9211  -1.5857  -0.0517  0.09
H  -1.3679  -0.8226  -1.6535  0.07
H  1.5717  -1.2152  -0.3251  0.14
N  0.5747  1.0477  0.2636  0.18
C  1.7236  0.5564  0.5890  -0.18
N  2.0994  -0.6923  0.3631  0.18
H  -0.2546  0.8403  -0.3552  0.09
H  0.3819  2.0027  0.5430  0.14
H  2.4623  1.2739  0.9154  0.16
H  3.0899  -0.8759  0.4362  0.14

Properties
Relative energy (zero: lowest compared OMol25 entry of this formula, charge and spin)   1.752 eV
E   -245.0032 hartree
M   74.107 g/mol
Total charge   +1
Frontier orbital gap   10.804 eV
Lowest unoccupied orbital energy   -0.132 Eh
Spin multiplicity   1


No. 3
DFT (wB97M-V/def2-TZVPD) results for a cluster of 3 separate species, C5H17NO2 in total in a non-equilibrium geometry.

Each line ends with the Löwdin charge.
Element x y z (Å)
C  -1.6588  -1.0647  0.1268  -0.09
N  -0.6108  -0.6836  -0.8004  -0.27
C  0.7209  -1.1606  -0.4001  -0.07
C  -0.2722  1.8197  -0.4168  -0.05
C  -0.7136  0.6590  -1.3329  -0.41
C  -0.0077  0.7426  -2.7193  -0.05
H  -1.5744  -0.5390  1.0975  0.08
H  -2.6182  -0.9441  -0.3576  0.08
H  -1.4787  -2.0817  0.4953  0.08
H  0.5584  -2.2312  -0.3060  0.09
H  1.0723  -0.5673  0.4367  0.05
H  1.4129  -0.9394  -1.2151  0.08
H  -0.9296  2.6712  -0.5091  0.07
H  0.7489  2.1350  -0.6391  0.07
H  -0.2413  1.4291  0.6019  0.05
H  -1.7732  0.7767  -1.5709  0.12
H  0.7663  1.4819  -2.6614  0.05
H  0.4752  -0.1607  -3.0910  0.07
H  -0.7070  1.0422  -3.4822  0.06
H  1.8089  -2.2569  2.1168  0.03
H  1.9651  -0.6884  2.2401  0.01
O  1.8341  -1.5099  2.7103  -0.06
H  0.4496  -0.0461  3.5090  0.02
H  0.6242  1.4523  3.2355  0.05
O  0.1486  0.6640  2.9321  -0.07

Properties
Relative energy (zero: lowest compared OMol25 entry of this formula, charge and spin)   1.357 eV
SMILES   CC(C)N(C)C.O.O
E   -405.8926 hartree
M   123.196 g/mol
Total charge   0
Frontier orbital gap   8.552 eV
Lowest unoccupied orbital energy   0.024 Eh
Spin multiplicity   1


No. 4
DFT (wB97M-V/def2-TZVPD) results for the ion C8H17N4OS with charge +1 in a non-equilibrium geometry.

Each line ends with the Löwdin charge.
Element x y z (Å)
C  0.5824  0.4797  -0.4654  -0.20
C  -2.0936  0.1390  -0.3190  -0.37
C  0.0309  -0.5131  -1.4774  -0.11
C  2.3759  -0.8188  0.6227  -0.03
C  2.3222  1.6703  0.8465  -0.05
C  2.8735  0.6348  -1.3707  -0.02
C  -3.8631  -0.5657  1.5490  -0.19
C  2.0342  0.4984  -0.0932  -0.56
N  -0.2259  1.2885  0.0963  0.11
N  -1.5388  1.2556  -0.1018  0.03
N  -1.1547  -1.1710  -0.9576  -0.13
N  -1.0350  -2.1860  -0.0262  0.03
O  -4.3213  1.3894  -0.1819  -0.28
S  -3.8244  -0.1289  -0.2167  1.18
H  -0.2650  0.0187  -2.3889  0.14
H  0.7654  -1.2730  -1.7424  0.13
H  3.4278  -0.8120  0.8927  0.10
H  1.7961  -0.9202  1.5381  0.09
H  2.2059  -1.6857  -0.0126  0.08
H  3.3768  1.6803  1.1054  0.09
H  1.7420  1.5844  1.7621  0.09
H  2.0729  2.6114  0.3668  0.09
H  3.9248  0.7054  -1.1045  0.10
H  2.5943  1.5339  -1.9137  0.10
H  2.7506  -0.2201  -2.0315  0.08
H  -3.3259  0.1757  2.1327  0.08
H  -3.3939  -1.5401  1.6527  0.06
H  -4.9004  -0.6218  1.8669  0.07
H  -1.1553  -3.0841  -0.4834  0.10
H  -3.6110  2.0454  -0.0491  0.09
H  -0.1677  -2.1704  0.5040  0.08

Properties
Relative energy (zero: lowest compared OMol25 entry of this formula, charge and spin)   2.946 eV
E   -1007.0851 hartree
M   217.318 g/mol
Total charge   +1
Frontier orbital gap   8.624 eV
Lowest unoccupied orbital energy   -0.159 Eh
Spin multiplicity   1